# 1
Below is a structure of composition C17H56I2O15P2 at a distorted geometry, with properties calculated with ωB97M-V with the def2-TZVPD basis set.

Computed properties:
Calculated total energy ... -3087.91066 Ha
LUMO energy ... 0.172 eV
Frontier orbital gap ... 8.98 eV
HOMO level ... -8.80 eV

Positions of all 92 atoms, in Å:
C  4.794732  -1.618338  0.047649
C  4.570445  -0.855445  -1.273600
P  2.968778  -0.004533  -1.170110
C  2.572929  0.398832  -2.896101
O  1.954064  -1.318142  -0.689725
P  1.425921  -2.317284  -1.791139
O  2.444911  -2.828057  -2.705747
O  0.658788  -3.430248  -0.965288
O  0.251031  -1.513468  -2.534583
C  -1.079112  -1.710333  -2.214379
I  -2.004413  -3.252819  -3.288644
C  -1.712316  -0.913652  -1.349640
C  -1.024787  0.219542  -0.646618
I  -3.731992  -1.150459  -0.902435
H  4.515143  -2.655409  -0.077989
H  5.826756  -1.547987  0.362587
H  4.170356  -1.223850  0.843884
H  4.590137  -1.535399  -2.117070
H  5.325168  -0.085526  -1.359823
H  2.622355  -0.427897  -3.595972
H  1.626389  0.920342  -2.955152
H  3.347400  1.116697  -3.160412
H  1.152852  -4.250284  -1.054172
H  -0.715066  0.973375  -1.364003
H  -1.657867  0.650099  0.112688
H  -0.132503  -0.141877  -0.150239
C  7.770479  2.484684  -2.094341
O  6.835482  1.436270  -2.339632
H  7.774239  2.668136  -1.023786
H  8.777881  2.200119  -2.407499
H  7.481485  3.404215  -2.609159
H  6.824819  1.265587  -3.283971
C  -1.563929  0.631721  3.999539
O  -1.667252  0.137369  2.663555
H  -1.954956  1.643413  4.008840
H  -2.145371  0.009293  4.687696
H  -0.523406  0.661596  4.330307
H  -1.317342  -0.756326  2.650643
C  0.040444  4.629823  4.126860
O  -0.989887  3.833697  3.549459
H  -0.123197  4.637058  5.201636
H  1.029963  4.213158  3.923340
H  0.003063  5.655278  3.759666
H  -0.853842  3.816003  2.598996
C  2.630530  4.264759  -1.229582
O  1.300091  3.742064  -1.196424
H  2.653992  5.099423  -1.923518
H  2.926018  4.622932  -0.241807
H  3.332769  3.496057  -1.565921
H  1.307300  3.004087  -0.580624
C  -2.742566  -6.124633  0.103878
O  -3.662374  -5.901417  -0.959181
H  -3.312588  -6.492166  0.953227
H  -1.994241  -6.875559  -0.166006
H  -2.235906  -5.198233  0.390506
H  -3.162146  -5.574449  -1.710596
C  6.298300  -4.663509  1.073787
O  7.219583  -3.797154  1.728488
H  5.301972  -4.393802  1.410546
H  6.349150  -4.542375  -0.011560
H  6.484276  -5.710106  1.330070
H  8.103300  -4.029345  1.437285
C  -4.029175  3.316238  4.942662
O  -4.838172  2.139131  4.929079
H  -4.552778  4.056156  5.542148
H  -3.052649  3.122327  5.391496
H  -3.881477  3.712220  3.935546
H  -4.371953  1.480814  4.406518
C  -7.177791  2.846704  2.383549
O  -6.441789  1.688649  2.015541
H  -7.625633  3.271347  1.488725
H  -7.973836  2.594989  3.089094
H  -6.521795  3.594458  2.836998
H  -6.058873  1.337385  2.822432
C  1.035211  8.018242  -0.715290
O  2.332492  7.590273  -0.307565
H  0.465528  7.125875  -0.960360
H  0.521295  8.558093  0.084251
H  1.086764  8.656159  -1.601455
H  2.847532  8.370971  -0.094915
C  -5.488101  -8.744803  -0.592440
O  -5.373731  -9.434405  0.653098
H  -5.402824  -7.682541  -0.390396
H  -4.685827  -9.032781  -1.276594
H  -6.455544  -8.940965  -1.063136
H  -5.444834  -10.374639  0.479906
C  -4.105954  -0.318719  -5.618294
O  -3.613538  0.021171  -4.331363
H  -4.305183  0.611639  -6.143812
H  -3.371880  -0.894980  -6.189930
H  -5.036053  -0.891210  -5.553298
H  -3.435669  -0.793346  -3.850877

Cartesian forces (eV/Å) of the 3 atoms listed first:
-0.1 0.2 -0.3
-0.4 -0.4 0.5
0.1 0.8 1.0

=====

# 2
Below is a cluster of 11 separate species, C17H56N2O11 in total at a distorted geometry, with properties calculated with ωB97M-V with the def2-TZVPD basis set.

Computed properties:
Energy above the lowest of the compared OMol25 structures with the same formula, charge and spin ... 0.0 kcal/mol
SMILES ... NC(N)=O.CCO.CCO.CCO.CCO.CCO.CCO.CO.CO.CO.CO
Calculated total energy ... -1618.25813 Ha
LUMO energy ... 0.110 eV
Frontier orbital gap ... 9.15 eV
HOMO level ... -9.04 eV

Positions of all 86 atoms, in Å:
N  23.636812  12.665385  17.233433
C  23.351492  13.923796  17.305126
N  22.317821  14.093210  17.956992
O  24.027215  14.979916  16.569499
H  24.334278  12.423910  16.572391
H  23.206394  11.933120  17.798916
H  21.970580  15.070679  18.014325
H  22.019552  13.477575  18.752275
C  22.562488  18.510460  15.394753
C  22.867803  17.166654  14.810443
O  22.337886  17.090742  13.472470
H  23.070728  19.336127  14.849084
H  22.750933  18.542185  16.508372
H  21.452501  18.781838  15.420680
H  22.510590  16.341551  15.383810
H  23.886839  16.893173  14.633437
H  23.116900  16.765723  13.006028
C  25.503796  15.891061  7.502505
C  24.621247  15.226218  8.625729
O  23.897272  16.271305  9.199559
H  24.892167  16.152643  6.634828
H  26.101237  15.100867  7.052813
H  26.154990  16.739777  7.855446
H  25.316390  14.816088  9.313245
H  23.967966  14.441314  8.299295
H  23.844490  16.134236  10.165095
C  19.852838  15.905781  11.205416
C  21.132257  15.083070  11.266994
O  20.706413  13.895741  10.610058
H  19.667465  16.319530  10.205188
H  20.042889  16.788162  11.863913
H  18.945231  15.417518  11.572417
H  21.416454  14.813565  12.335079
H  21.918917  15.544515  10.647869
H  21.441285  13.252170  10.507838
C  20.151374  16.221305  19.687284
C  19.821172  16.055609  18.193129
O  20.941227  16.501826  17.490804
H  21.056871  15.695247  19.910157
H  19.296856  15.765432  20.247434
H  20.273506  17.253368  19.880607
H  19.105823  16.631602  17.724223
H  19.670085  15.023276  17.912878
H  20.617376  16.653927  16.599956
C  25.556571  17.586680  11.653833
C  25.531167  16.138486  12.032814
O  24.233658  15.539358  11.756810
H  24.837907  18.194675  12.201067
H  25.444070  17.921044  10.585806
H  26.529325  17.947668  11.886096
H  25.676500  16.048266  13.084661
H  26.258924  15.502936  11.519091
H  24.105063  14.814114  12.359711
C  20.391992  21.260746  13.640358
C  19.821058  19.851948  13.340899
O  19.120739  19.880054  12.101985
H  21.137261  21.454602  12.833212
H  20.887551  21.313352  14.644965
H  19.640262  22.049212  13.652516
H  19.094918  19.637041  14.184004
H  20.644112  19.118097  13.341821
H  19.607080  19.322970  11.428120
C  22.174932  18.887429  10.857436
O  20.881172  19.197740  10.357697
H  22.342200  17.792410  10.949973
H  22.282823  19.434245  11.790303
H  22.992450  19.257739  10.215488
H  20.837771  18.959270  9.397077
C  18.755828  16.060680  14.264716
O  19.701508  16.951105  14.755205
H  18.323206  16.337379  13.307663
H  17.940650  16.013137  15.010879
H  19.209517  15.093934  14.223752
H  20.433613  16.904853  14.123386
C  19.382158  19.688732  17.270044
O  18.431410  18.768014  16.761125
H  19.110437  20.107262  18.276436
H  19.627946  20.481498  16.530115
H  20.298709  19.186890  17.515618
H  18.896125  18.348160  15.973777
C  23.045826  13.204479  13.924275
O  24.183741  14.062568  14.144294
H  22.107832  13.647310  14.338404
H  23.303003  12.380423  14.621812
H  22.938435  12.841742  12.921751
H  24.152166  14.511507  14.973026

Cartesian forces (eV/Å) of the 3 atoms listed first:
2.6 -3.3 -0.8
5.7 4.6 -6.0
-6.5 3.7 5.7